Entry from OMol25: one molecule with the formula C6H13N at a distorted geometry (ωB97M-V/def2-TZVPD).

Each line ends with the natural charge from an NBO analysis.
Atoms and positions in Å:
1 C -1.279 -1.016 0.229  -0.217
2 C -1.005 0.439 0.649  -0.406
3 C 0.465 0.353 1.245  -0.440
4 C 1.746 -0.717 -0.762  -0.440
5 C 1.377 0.357 -0.021  0.067
6 C 1.546 1.743 -0.725  -0.655
7 N -2.416 -1.203 -0.587  -0.806
8 H -0.487 -1.467 -0.304  0.198
9 H -1.291 -1.614 1.163  0.168
10 H -0.977 1.075 -0.173  0.191
11 H -1.822 0.759 1.242  0.202
12 H 0.763 -0.541 1.784  0.218
13 H 0.544 1.153 1.860  0.212
14 H 1.590 -1.820 -0.309  0.186
15 H 2.516 -0.671 -1.465  0.200
16 H 0.556 2.193 -0.571  0.211
17 H 1.957 1.566 -1.713  0.220
18 H 2.329 2.391 -0.274  0.213
19 H -2.614 -0.218 -0.736  0.335
20 H -3.250 -1.341 -0.084  0.343

Properties
LUMO	1.09	eV
energy relative to the best compared isomer or geometry (same formula, charge and spin)	55.3	kcal per mole
structure (SMILES)	C=C(C)CCCN
maximum force	5.1	eV/Å
Kohn-Sham gap	0.3722	hartree
2S+1	1